Entry w
Below is a 3-piece molecular cluster, C6H18O2 overall, with properties calculated with the ωB97M-V functional and the def2-TZVPD basis.

Geometry (Å):
C (1.649, -0.058, -0.112)
C (0.395, 0.257, -0.973)
C (0.213, -0.720, -2.119)
C (-0.204, -2.160, -1.659)
C (-1.205, -2.502, -0.519)
C (-2.445, -1.653, -0.572)
H (1.683, 0.501, 0.880)
H (1.739, -1.129, 0.104)
H (2.472, 0.412, -0.685)
H (-0.369, 0.302, -0.162)
H (0.388, 1.325, -1.268)
H (-0.424, -0.247, -2.962)
H (1.359, -0.755, -2.560)
H (0.782, -2.672, -1.544)
H (-0.495, -2.586, -2.607)
H (-1.393, -3.477, -0.441)
H (-0.639, -2.196, 0.287)
H (-2.456, -1.012, -1.404)
H (-2.529, -1.099, 0.414)
H (-3.334, -2.132, -0.765)
O (1.047, 3.322, 0.802)
H (1.301, 3.179, 1.688)
H (1.549, 2.806, 0.184)
O (0.729, 4.033, 5.271)
H (0.223, 4.463, 6.037)
H (-0.035, 3.797, 4.686)

HOMO energy   -10.625 eV
Structure (SMILES)   CCCCCC.O.O
Molecular weight   122.2 g/mol

Entry x
Below is a 3-piece molecular cluster, C6H18O2 overall, with properties calculated with the ωB97M-V functional and the def2-TZVPD basis.

Geometry (Å):
C (-3.069, -1.073, -1.293)
C (-1.763, -0.634, -0.689)
C (-0.779, -0.090, -1.746)
C (-0.868, 1.412, -1.939)
C (-0.455, 2.310, -0.760)
C (1.052, 2.386, -0.580)
H (-3.953, -1.067, -0.655)
H (-3.367, -0.389, -2.109)
H (-3.051, -2.043, -1.810)
H (-1.936, 0.138, 0.064)
H (-1.303, -1.452, -0.128)
H (0.229, -0.395, -1.489)
H (-1.003, -0.558, -2.681)
H (-1.825, 1.760, -2.333)
H (-0.176, 1.702, -2.745)
H (-0.994, 3.247, -0.882)
H (-0.819, 1.931, 0.204)
H (1.526, 2.608, -1.549)
H (1.489, 1.492, -0.135)
H (1.301, 3.240, 0.057)
O (0.499, -1.311, 3.267)
H (0.707, -0.799, 2.475)
H (-0.113, -1.980, 2.941)
O (4.508, -2.325, 2.667)
H (4.435, -1.359, 2.707)
H (3.681, -2.584, 2.245)

HOMO energy   -11.125 eV
Structure (SMILES)   CCCCCC.O.O
Molecular weight   122.2 g/mol

Of them, entry x has the highest stability.

Entry w
Below is C3H5N3O as an isolated structure, with properties calculated with the ωB97M-V functional and the def2-TZVPD basis.

Geometry (Å):
O (-2.087, 1.049, 0.239)
C (-1.892, -0.271, 0.003)
C (-0.133, -0.406, -0.002)
N (0.529, 0.474, -0.660)
N (1.897, 0.332, -0.253)
C (2.321, -0.617, 0.511)
N (-0.399, -1.294, 0.792)
H (-1.542, 1.555, -0.389)
H (-2.078, -0.618, -1.017)
H (-2.437, -0.860, 0.736)
H (2.426, 1.109, -0.642)
H (3.396, -0.452, 0.684)

HOMO energy   -8.683 eV
Molecular weight   99.1 g/mol

Entry x
Below is C3H5N3O in the gas phase, with properties calculated with the ωB97M-V functional and the def2-TZVPD basis.

Geometry (Å):
H (-1.928, -1.971, 0.275)
N (-1.431, -1.089, 0.369)
N (-0.250, -1.235, 0.059)
C (0.453, 0.014, 0.050)
C (1.928, -0.131, 0.165)
N (-0.137, 1.125, -0.127)
C (-1.524, 1.183, -0.311)
O (-2.312, 1.892, 0.246)
H (2.335, -0.560, -0.740)
H (2.181, -0.802, 0.976)
H (2.397, 0.826, 0.338)
H (-1.711, 0.749, -1.300)

HOMO energy   -9.601 eV
Structure (SMILES)   [H]/N=N/C(C)=N\C=O
Molecular weight   99.1 g/mol

Of them, entry x has the highest stability.

Entry w
Below is C3H5N3O in the gas phase, with properties calculated with the ωB97M-V functional and the def2-TZVPD basis.

Geometry (Å):
C (-2.008, -0.147, -0.027)
C (-0.606, 0.192, -0.128)
N (-0.149, 1.436, 0.023)
N (1.193, 1.390, -0.045)
C (1.520, 0.104, -0.070)
O (2.824, -0.274, 0.038)
N (0.476, -0.720, -0.131)
H (-2.122, -0.469, 1.174)
H (-2.693, 0.660, -0.111)
H (-2.535, -0.881, -0.732)
H (3.293, 0.483, -0.266)
H (0.807, -1.775, 0.275)

HOMO energy   -8.709 eV
Structure (SMILES)   Cc1nnc(O)[nH]1
Molecular weight   99.1 g/mol

Entry x
Below is C3H5N3O in the gas phase, with properties calculated with the ωB97M-V functional and the def2-TZVPD basis.

Geometry (Å):
H (0.236, -2.322, 1.070)
N (0.575, -1.387, 0.959)
C (-0.192, -0.851, 0.118)
C (-1.531, -0.720, 0.183)
N (-2.023, 0.103, -0.562)
O (-1.014, 0.861, -0.985)
N (0.241, 0.145, -0.801)
C (1.286, 1.098, -0.250)
H (-2.096, -1.436, 0.508)
H (2.151, 0.653, 0.476)
H (1.713, 1.871, -1.012)
H (0.654, 1.985, 0.296)

HOMO energy   -9.230 eV
Structure (SMILES)   [H]/N=c1\cnon1C
Molecular weight   99.1 g/mol

Of them, entry w has the highest stability.

Entry w
Below is C3H5N3O in the gas phase, with properties calculated with the ωB97M-V functional and the def2-TZVPD basis.

Geometry (Å):
N (-1.467, -1.264, -0.299)
N (-0.335, -0.649, 0.571)
N (0.921, -1.100, -0.015)
C (1.826, -0.091, -0.119)
C (1.088, 1.093, -0.040)
C (-0.369, 0.827, 0.144)
O (-1.337, 1.471, -0.086)
H (-1.772, -0.538, -0.968)
H (-2.291, -0.808, 0.375)
H (0.943, -2.244, 0.071)
H (2.964, -0.067, -0.603)
H (1.752, 2.011, 0.113)

HOMO energy   -8.455 eV
Structure (SMILES)   Nn1[nH]ccc1=O
Molecular weight   99.1 g/mol

Entry x
Below is C3H5N3O in the gas phase, with properties calculated with the ωB97M-V functional and the def2-TZVPD basis.

Geometry (Å):
C (-1.186, -0.172, -1.623)
O (0.222, -0.607, -1.175)
N (0.528, -0.001, -0.042)
C (0.814, -0.662, 0.981)
C (0.857, 0.277, 1.966)
N (0.571, 1.418, 1.412)
N (0.409, 1.361, 0.135)
H (-1.237, -0.455, -2.640)
H (-1.895, -0.661, -0.926)
H (-1.493, 0.934, -1.728)
H (1.007, -1.590, 0.784)
H (1.402, 0.159, 2.855)

HOMO energy   -9.595 eV
Structure (SMILES)   COn1ccnn1
Molecular weight   99.1 g/mol

Of them, entry w has the highest stability.

Entry w
Below is C3H5N3O in the gas phase, with properties calculated with the ωB97M-V functional and the def2-TZVPD basis.

Geometry (Å):
C (2.010, -0.065, -0.031)
N (0.609, 0.299, -0.015)
C (-0.466, -0.560, 0.035)
C (-1.580, 0.192, -0.040)
O (-2.916, 0.059, -0.118)
N (-1.131, 1.524, 0.043)
N (0.197, 1.521, -0.017)
H (2.174, -1.186, -0.503)
H (2.431, 0.093, 0.924)
H (2.432, 0.662, -0.757)
H (-0.539, -1.588, 0.147)
H (-3.220, -0.950, 0.332)

HOMO energy   -9.194 eV
Structure (SMILES)   Cn1cc(O)nn1
Molecular weight   99.1 g/mol

Entry x
Below is C3H5N3O in the gas phase, with properties calculated with the ωB97M-V functional and the def2-TZVPD basis.

Geometry (Å):
O (-2.427, 1.183, -0.453)
C (-1.815, 0.253, 0.252)
C (-0.434, 0.061, 0.274)
N (0.208, 0.851, -0.647)
N (1.416, 0.355, -0.641)
C (1.421, -0.976, 0.045)
N (0.278, -0.869, 0.896)
H (-1.739, 1.660, -0.959)
H (1.297, -1.746, -0.756)
H (-2.480, -0.402, 0.807)
H (2.041, 0.636, -1.384)
H (2.372, -1.152, 0.559)

HOMO energy (spin up / spin down)   -7.380 / -7.424 eV
Molecular weight   99.1 g/mol

Of them, entry w has the highest stability.

Entry w
Below is C3H5N3O in the gas phase, with properties calculated with the ωB97M-V functional and the def2-TZVPD basis.

Geometry (Å):
H (0.956, -1.823, 1.203)
N (0.210, -1.161, 0.992)
C (0.590, -0.234, 0.200)
N (1.845, -0.022, -0.317)
C (-0.432, 0.789, -0.194)
N (-1.689, 0.796, 0.618)
C (-1.746, 0.248, -0.619)
O (-2.424, -0.341, -1.407)
H (2.493, -0.795, -0.307)
H (1.941, 0.600, -1.106)
H (-0.071, 1.774, -0.486)
H (-1.673, 0.168, 1.422)

HOMO energy   -9.565 eV
Structure (SMILES)   [H]/N=C(\N)[C@@H]1NC1=O
Molecular weight   99.1 g/mol

Entry x
Below is C3H5N3O in the gas phase, with properties calculated with the ωB97M-V functional and the def2-TZVPD basis.

Geometry (Å):
C (-1.640, -0.200, 0.099)
N (-0.657, 0.838, 0.296)
C (0.682, 0.759, 0.133)
O (1.421, 1.705, 0.310)
C (1.206, -0.584, -0.258)
N (2.490, -1.027, 0.351)
N (2.640, -0.574, -0.748)
H (-2.592, 0.146, 0.505)
H (-1.341, -1.104, 0.627)
H (-1.791, -0.431, -0.962)
H (-1.003, 1.781, 0.418)
H (0.585, -1.310, -0.772)

HOMO energy   -9.979 eV
Structure (SMILES)   CNC(=O)C1N=N1
Molecular weight   99.1 g/mol

Of them, entry w has the highest stability.